# 1
This record from the Open Molecules 2025 dataset describes a cluster of 2 separate species, C14H16O in total in a non-equilibrium geometry. The level of theory is ωB97M-V/def2-TZVPD.

Structure (ORCA input):
```
! RIJCOSX wB97M-V def2-TZVPD def2/J DEFGRID3
* xyz 0 1
C -0.46690 2.71853 -4.06285
C -0.93690 1.98682 -2.89286
C -0.04665 1.38640 -2.01336
C -0.47427 0.49719 -1.00570
C -1.81324 0.25624 -0.97612
O -2.36777 -0.77441 -0.37514
C -2.77412 0.94718 -1.67499
C -2.28883 1.85500 -2.72552
H 0.41791 3.22493 -3.87370
H -1.23337 3.51405 -4.40541
H -0.08467 2.04437 -4.80004
H 1.13298 1.46442 -2.16842
H 0.33732 -0.11249 -0.35516
H -1.85476 -1.30640 0.21999
H -3.87530 1.10866 -1.62502
H -2.85839 2.16580 -3.48449
C 3.28139 -0.71756 1.83768
C 1.89571 -1.24643 2.15587
C 1.10942 -0.28425 2.86016
C -0.14654 -0.72886 3.23684
C -0.60857 -1.96313 2.83889
C 0.15701 -2.80444 2.12511
C 1.43768 -2.51004 1.82430
H 3.40074 0.33481 1.64853
H 3.83120 -1.38677 1.12387
H 3.75385 -0.84340 2.83343
H 1.52377 0.55325 3.23029
H -0.87660 -0.06921 3.71113
H -1.63975 -2.16765 3.19262
H -0.17742 -3.87368 2.04296
H 2.24504 -3.26897 1.55710
*
```

Values from the calculation:
LUMO level: 0.82 eV
energy relative to the best compared isomer or geometry (same formula, charge and spin): 276.6 kJ/mol
orbital gap: 8.88 eV
HOMO: -8.05 eV
E: -618.21064 Ha

These are the natural (NBO) partial charges, in e, on atoms 1 to 4: -0.619 -0.102 -0.162 -0.292

***

# 2
This record from the Open Molecules 2025 dataset describes a cluster of 3 separate species, C32H49N5O7S2 in total in a non-equilibrium geometry. The level of theory is ωB97M-V/def2-TZVPD.

Structure (ORCA input):
```
! RIJCOSX wB97M-V def2-TZVPD def2/J DEFGRID3
* xyz 0 1
C -2.88086 3.45835 1.56392
C -2.01123 2.96940 0.26345
C -2.71104 3.25271 -1.19115
C -4.35426 3.10939 -1.20380
C -4.84751 3.84584 -2.62229
C -4.85929 1.52248 -1.11788
N -3.79173 0.49658 -0.86261
C -4.31128 -0.91185 -0.83476
C -3.21687 -2.14101 -0.56360
C -1.63924 -1.73388 -0.29192
C -1.40202 -1.95919 1.34832
C -0.16893 -2.98294 1.69256
S 1.47874 -2.27339 1.03725
C 1.82802 -0.86473 2.27851
S 1.09841 0.69112 2.12692
N 2.77877 -1.15631 3.42122
C 3.89785 -0.09525 3.47412
C 4.75538 -0.68561 4.74788
N 4.08146 -1.95233 5.28161
C 2.81124 -2.25358 4.46200
C -3.63961 -3.72512 -0.54671
C -2.64898 -5.00309 -0.27920
N -1.29709 -4.92310 -0.95210
C -1.39052 -4.68244 -2.44239
C -5.24583 -4.09829 -0.82694
C -6.30471 -2.86704 -1.05186
C -5.88691 -1.24733 -1.05944
N -7.01518 -0.27784 -1.27239
C -6.42283 1.10417 -1.29126
O -7.39279 2.23158 -1.49440
C -8.37205 2.27954 -0.39709
C -7.58971 2.83036 0.93708
H -3.61804 2.59828 1.85725
H -2.10885 3.66798 2.43992
H -3.39986 4.48764 1.33123
H -1.00401 3.61007 0.27593
H -1.64094 1.83673 0.33241
H -2.36122 4.30170 -1.63691
H -2.30634 2.43977 -1.96513
H -4.90032 3.68835 -0.34620
H -5.13257 2.98743 -3.36521
H -5.84345 4.45033 -2.36141
H -4.01028 4.55996 -3.06682
H -0.86821 -2.31907 -0.94966
H -1.41362 -0.57983 -0.47247
H -2.38629 -2.46126 1.79596
H -1.30321 -0.91943 1.89527
H -0.04964 -2.98047 2.87700
H -0.34614 -4.09466 1.37332
H 4.07529 0.82546 2.76683
H 5.73604 -0.17628 5.13570
H 2.04155 -3.13105 4.57388
H -2.47997 -5.12598 0.89498
H -3.19773 -5.96424 -0.68484
H -0.87574 -5.89377 -0.85431
H -1.93447 -3.69489 -2.75551
H -1.80142 -5.65286 -2.97731
H -0.26651 -4.56905 -2.82854
H -5.58388 -5.21915 -0.85720
H -7.43859 -3.17367 -1.24494
H -9.17262 3.11595 -0.67851
H -8.97475 1.28208 -0.23628
H -6.74144 2.09246 1.30445
H -7.13860 3.88080 0.66506
H -8.38628 3.03243 1.80121
C 12.09440 1.43442 2.94398
C 11.11180 1.91475 3.99795
O 9.76307 1.81628 3.52364
C 9.22482 0.56953 3.53585
O 9.77776 -0.44796 3.92199
O 7.97243 0.64732 3.02312
C 7.32703 -0.61525 2.88691
H 11.93518 1.96354 1.99879
H 13.12495 1.59543 3.27275
H 11.96376 0.36813 2.73581
H 11.29731 2.97383 4.20834
H 11.23310 1.37277 4.94280
H 7.33516 -1.17262 3.83033
H 7.80776 -1.19498 2.09220
H 6.28624 -0.43744 2.60219
C 1.09305 -0.12366 -6.55024
C 1.59570 1.25389 -6.15426
O 1.11538 1.62043 -4.85478
C 1.75706 1.04342 -3.80618
O 2.69662 0.26739 -3.87772
O 1.15780 1.46212 -2.66468
C 1.67415 0.85086 -1.48616
H 0.00239 -0.17414 -6.46899
H 1.38488 -0.36246 -7.57681
H 1.49588 -0.89817 -5.89051
H 1.20450 1.99686 -6.85802
H 2.68919 1.31454 -6.19689
H 2.76299 0.95744 -1.42431
H 1.38779 -0.20556 -1.45898
H 1.23058 1.35038 -0.62034
*
```

Values from the calculation:
LUMO level: -1.53 eV
energy relative to the best compared isomer or geometry (same formula, charge and spin): 1092.4 kJ/mol
orbital gap: 6.66 eV
HOMO: -8.19 eV
E: -2844.77175 Ha

These are the Löwdin partial charges, in e, on atoms 1 to 4: -0.144 -0.272 -0.200 -0.275

***

# 3
This record from the Open Molecules 2025 dataset describes a cluster of 9 separate species, C46H103F5O15S in total in a non-equilibrium geometry. The level of theory is ωB97M-V/def2-TZVPD.

Structure (ORCA input):
```
! RIJCOSX wB97M-V def2-TZVPD def2/J DEFGRID3
* xyz 0 1
C 3.48239 -6.83065 3.73726
C 3.54079 -5.30436 3.54535
O 3.37407 -4.87074 2.19312
C 4.08705 -3.67418 1.92602
C 3.35762 -2.54747 2.66465
O 3.94602 -1.28475 2.36812
C 2.94590 -0.32588 2.04355
C 2.19950 0.11810 3.33060
O 0.80123 0.12767 3.08034
C 0.14805 -1.01804 3.57069
C -1.31329 -0.78226 3.93860
C -1.59766 0.53460 4.67313
O -1.34517 1.73244 3.91605
S -2.09979 1.75276 2.51734
O -1.36094 2.65163 1.65803
O -3.43381 2.24319 2.61345
C -2.10257 0.13162 1.68113
O -0.98551 -0.06347 0.90080
C -1.17853 0.36939 -0.45832
C 0.20116 0.36402 -1.13417
C 0.62710 1.75104 -1.65061
C 0.28408 -0.73219 -2.20767
C 1.76390 -0.76468 -2.71310
C -0.03254 -2.13641 -1.65328
C -2.29467 -0.96150 2.74780
C -2.18857 -2.32520 2.05840
C -2.40994 -3.55444 2.97448
C -1.26291 -4.58932 2.75718
C -1.75946 -5.67025 1.82558
F -2.44116 -5.17733 0.79629
F -2.53440 -6.50187 2.54152
C -0.63260 -6.53660 1.21521
F 0.27363 -5.80602 0.63268
F -0.11237 -7.36440 2.07461
F -1.18769 -7.28296 0.24443
H 3.07091 -7.00547 4.73161
H 4.45411 -7.31792 3.67874
H 2.83022 -7.33007 3.01831
H 2.74845 -4.84621 4.14311
H 4.50006 -4.92982 3.91306
H 4.03778 -3.42212 0.86871
H 5.12948 -3.69208 2.25904
H 3.37527 -2.69021 3.75027
H 2.31218 -2.60551 2.34666
H 2.22328 -0.71306 1.31668
H 3.42919 0.52880 1.57250
H 2.47447 1.15378 3.54386
H 2.48559 -0.46765 4.20698
H 0.22926 -1.80475 2.80811
H 0.65040 -1.43340 4.45621
H -1.57732 -1.57465 4.64242
H -1.09568 0.55166 5.63587
H -2.66995 0.53370 4.91130
H -2.97457 0.07294 1.00600
H -1.87057 -0.34115 -0.92973
H -1.63025 1.36020 -0.51323
H 0.92618 0.08129 -0.36763
H 1.66548 1.91062 -1.34989
H 0.06079 2.57425 -1.22078
H 0.62329 1.82187 -2.73914
H -0.33313 -0.46094 -3.06827
H 2.40801 -0.43205 -1.89313
H 1.93173 -0.07627 -3.53956
H 2.05681 -1.78115 -2.96631
H -0.64275 -2.11223 -0.74525
H 0.90979 -2.60367 -1.36903
H -0.58136 -2.74480 -2.36925
H -3.29219 -0.86159 3.18753
H -1.25032 -2.38670 1.51445
H -2.96437 -2.34235 1.28588
H -3.35897 -3.99830 2.68432
H -2.49841 -3.31095 4.03125
H -0.36564 -4.11150 2.36660
H -0.98506 -5.02534 3.71446
C 5.17393 -2.34246 7.49087
C 3.90614 -2.21241 6.66212
C 2.85873 -1.37374 7.37904
O 3.37682 -3.51071 6.38326
H 4.96311 -2.83940 8.44207
H 5.91161 -2.95150 6.96690
H 5.61253 -1.36548 7.69936
H 4.14402 -1.75646 5.69873
H 2.57415 -1.83973 8.32657
H 1.95214 -1.29491 6.77526
H 3.22879 -0.36809 7.58428
H 3.16112 -3.93073 7.22452
C -1.67362 6.85099 2.93874
C -0.21495 6.68312 2.53876
C -0.05193 6.70893 1.02610
O 0.28692 5.45540 3.05244
H -2.27875 6.03408 2.53622
H -1.77700 6.82247 4.02426
H -2.07899 7.79724 2.57399
H 0.38231 7.48011 2.98569
H -0.60875 5.88507 0.56817
H 0.99643 6.57954 0.75457
H -0.40941 7.65107 0.60334
H -0.23136 4.73888 2.66215
C -6.88256 -1.75270 0.36017
C -6.36847 -0.56382 -0.43706
C -6.85617 -0.61070 -1.87627
O -4.93966 -0.54968 -0.41291
H -6.52147 -2.69126 -0.07065
H -6.51858 -1.70991 1.38815
H -7.97304 -1.77608 0.37741
H -6.69898 0.36319 0.03243
H -6.49443 -1.51344 -2.37694
H -6.47363 0.24272 -2.43736
H -7.94597 -0.60011 -1.92491
H -4.62825 -1.36463 -0.82601
C 8.32411 -7.10469 1.53537
C 7.40952 -6.04652 2.13398
C 8.02090 -4.66213 2.01005
O 7.15927 -6.33487 3.50613
H 9.28364 -7.12614 2.06009
H 7.88038 -8.09593 1.63803
H 8.51090 -6.91417 0.47748
H 6.44218 -6.06731 1.62766
H 8.97008 -4.59851 2.54993
H 7.35693 -3.91553 2.44751
H 8.20116 -4.40127 0.96580
H 8.00384 -6.33169 3.97195
C 1.95290 5.81194 -2.34206
C 0.76108 5.92689 -3.28021
C 0.40050 7.38066 -3.53992
O -0.36036 5.24243 -2.71909
H 1.72431 6.26272 -1.37361
H 2.19635 4.76376 -2.15868
H 2.83248 6.30736 -2.75725
H 0.99038 5.43170 -4.22537
H 0.12271 7.88028 -2.60559
H -0.45704 7.44934 -4.20657
H 1.23245 7.92042 -3.99047
H -0.57921 5.66684 -1.88050
C -1.51979 9.75437 -6.69573
C -0.04925 9.56335 -7.03318
C 0.17952 9.58577 -8.53712
O 0.40845 8.32476 -6.49352
H -2.12115 8.94666 -7.12218
H -1.67171 9.72863 -5.61533
H -1.89342 10.70716 -7.07781
H 0.54170 10.34993 -6.56127
H -0.37027 8.77414 -9.02196
H 1.23605 9.43922 -8.76526
H -0.14327 10.53293 -8.97331
H -0.10486 7.61642 -6.90125
C -6.59516 8.25275 -8.33887
C -5.42209 7.73431 -7.52117
C -5.31129 8.46163 -6.18958
O -4.21076 7.89507 -8.25984
H -6.46813 9.31549 -8.56400
H -6.65777 7.72789 -9.29299
H -7.53819 8.12137 -7.80587
H -5.54246 6.66464 -7.34534
H -5.14370 9.53113 -6.34744
H -4.46231 8.08491 -5.61729
H -6.21648 8.33654 -5.59333
H -4.08865 8.83777 -8.42489
C -0.68287 -10.06821 -2.51937
C -2.01836 -9.60811 -3.08363
C -1.89950 -8.23956 -3.73784
O -2.99021 -9.55861 -2.04087
H -0.33029 -9.37618 -1.74946
H -0.78311 -11.04617 -2.04670
H 0.07614 -10.13498 -3.30093
H -2.37703 -10.33401 -3.81489
H -1.58421 -7.48981 -3.00652
H -2.86533 -7.91894 -4.13084
H -1.17682 -8.25227 -4.55571
H -2.68674 -8.91914 -1.38477
*
```

Values from the calculation:
LUMO level: 0.29 eV
orbital gap: 9.47 eV
HOMO: -9.17 eV
E: -3840.49526 Ha

These are the Löwdin partial charges, in e, on atoms 1 to 4: -0.050 -0.263 -0.149 -0.173

***

# 4
This record from the Open Molecules 2025 dataset describes an isolated molecule of C6H10. The level of theory is ωB97M-V/def2-TZVPD.

Structure (ORCA input):
```
! RIJCOSX wB97M-V def2-TZVPD def2/J DEFGRID3
* xyz 0 1
C -0.96709 -0.74043 1.45894
C -0.58539 0.39973 0.50595
C 0.93642 0.72972 0.49365
C 0.94387 0.61030 -1.02525
C 0.45392 -0.73055 -1.48896
C -0.54050 0.28580 -1.03770
H -0.92229 -0.37893 2.49664
H -1.96715 -1.16082 1.31200
H -0.24506 -1.56372 1.40370
H -1.16976 1.29604 0.73961
H 1.14894 1.73623 0.86287
H 1.58134 0.01646 1.02231
H 1.49223 1.26635 -1.69511
H 0.59764 -1.62992 -0.89344
H 0.51460 -0.89246 -2.56367
H -1.27093 0.71420 -1.72004
*
```

Values from the calculation:
LUMO level: 1.24 eV
energy relative to the best compared isomer or geometry (same formula, charge and spin): 133.0 kJ/mol
orbital gap: 10.73 eV
HOMO: -9.49 eV
E: -234.55184 Ha

These are the natural (NBO) partial charges, in e, on atoms 1 to 4: -0.614 -0.203 -0.396 -0.224